{"formula": "C25H28IrN2O7S3", "method": "ωB97M-V with the def2-TZVPD basis set", "elements": ["Ir", "O", "C", "O", "C", "O", "C", "C", "O", "O", "H", "H", "H", "H", "H", "O", "S", "C", "C", "C", "C", "S", "O", "C", "C", "C", "C", "C", "C", "C", "C", "C", "C", "C", "C", "H", "H", "H", "H", "H", "H", "H", "H", "H", "H", "H", "H", "H", "H", "H", "H", "H", "H", "C", "C", "C", "C", "N", "C", "S", "N", "H", "H", "H", "H", "H"], "coordinates": [[-0.58385, 1.36345, -1.43813], [2.16428, 3.88388, 1.16243], [1.53525, 3.11393, 0.28416], [0.38656, 2.77033, 0.41065], [2.43422, 2.66533, -0.85875], [1.70847, 2.34979, -2.03046], [1.40959, 3.48127, -2.84429], [0.04448, 4.10839, -2.49952], [-0.14377, 5.29390, -2.59507], [-0.87469, 3.25136, -2.18005], [1.54139, 4.12206, 1.86862], [2.92770, 1.75045, -0.52220], [3.19688, 3.42374, -1.05527], [1.36887, 3.10762, -3.86918], [2.20092, 4.22938, -2.76039], [-1.73521, 0.27672, 0.27002], [-2.20416, -0.52741, 1.44493], [-1.51075, -2.18127, 1.14756], [0.00750, -2.27560, 1.27188], [0.64027, -3.18717, 0.22906], [0.59302, -2.61359, -1.17883], [1.55846, -1.10824, -1.52304], [1.06309, -0.00193, -0.59865], [3.12078, -1.57591, -0.80783], [3.47722, -1.13653, 0.45685], [4.69632, -1.53104, 0.98176], [5.53715, -2.35355, 0.24980], [5.17199, -2.78147, -1.01758], [3.95921, -2.38642, -1.56011], [-1.26756, -0.01528, 2.86998], [-0.07225, 0.67349, 2.73463], [0.62008, 1.03350, 3.87959], [0.12101, 0.70665, 5.13079], [-1.08267, 0.02955, 5.25177], [-1.79296, -0.32598, 4.11643], [-1.86541, -2.38034, 0.13541], [-2.03007, -2.87130, 1.81341], [0.26187, -2.63225, 2.27134], [0.44642, -1.28651, 1.16799], [0.13575, -4.15855, 0.21010], [1.67840, -3.39201, 0.50441], [-0.41013, -2.35184, -1.51235], [0.99234, -3.32137, -1.90822], [2.80577, -0.49830, 1.01412], [4.98983, -1.19654, 1.96647], [6.48675, -2.65687, 0.66513], [5.83572, -3.41236, -1.59012], [3.67728, -2.69633, -2.55672], [0.29198, 0.93040, 1.74837], [1.55515, 1.57191, 3.79777], [0.66678, 0.99214, 6.01882], [-1.47679, -0.20771, 6.22933], [-2.74591, -0.82998, 4.20084], [-6.25564, -1.05442, -2.60475], [-5.09581, -0.15605, -2.35306], [-5.22624, 1.04386, -1.64829], [-4.08245, 1.78584, -1.42921], [-2.91715, 1.37606, -1.89899], [-2.88888, 0.23124, -2.58002], [-1.23394, -0.11917, -3.12606], [-3.90659, -0.56039, -2.81710], [-7.18909, -0.49745, -2.63564], [-6.32772, -1.79034, -1.80252], [-6.11329, -1.59191, -3.53924], [-6.18463, 1.37913, -1.28434], [-4.09114, 2.71799, -0.87847]], "atomic_forces_ev_per_a": [[-0.2, 0.1, -0.3], [0.0, -0.1, -0.1], [0.5, 0.1, -0.2], [-0.5, -0.1, 0.0], [0.0, 0.1, 0.0], [0.1, -0.2, 0.4], [-0.1, 0.4, -0.2], [0.5, 0.4, -0.3], [0.2, 0.1, -0.1], [-0.3, -0.5, 0.3], [0.0, 0.0, 0.0], [0.0, 0.0, 0.0], [-0.1, -0.1, 0.0], [0.0, 0.1, 0.0], [-0.1, 0.0, -0.1], [0.3, 0.3, -0.1], [-0.1, -0.4, 0.2], [0.0, 0.1, 0.1], [0.0, 0.0, 0.2], [0.1, -0.1, -0.1], [0.2, 0.0, 0.0], [0.2, -0.3, -0.1], [-0.2, 0.3, 0.3], [-0.1, 0.0, -0.1], [-0.1, 0.0, 0.0], [0.0, 0.0, 0.1], [0.1, 0.0, 0.0], [0.0, 0.0, -0.1], [0.0, 0.0, 0.1], [0.0, -0.1, 0.0], [0.0, 0.0, -0.1], [0.0, 0.0, -0.1], [0.0, 0.0, 0.1], [0.0, 0.0, 0.0], [0.1, 0.0, 0.0], [0.0, 0.0, -0.1], [0.0, 0.0, 0.0], [0.0, 0.0, 0.0], [0.0, 0.0, 0.0], [0.0, 0.0, 0.0], [-0.1, 0.0, 0.0], [-0.1, 0.1, 0.0], [0.0, 0.0, -0.1], [0.0, 0.0, 0.0], [0.0, 0.0, 0.0], [0.1, 0.0, 0.0], [0.0, 0.0, 0.0], [0.0, 0.0, -0.1], [0.0, 0.0, 0.1], [0.0, 0.0, 0.0], [0.0, 0.0, 0.0], [0.0, 0.0, 0.0], [-0.1, 0.0, 0.0], [-0.1, -0.1, -0.1], [0.0, 0.2, 0.1], [0.1, -0.1, -0.1], [-0.3, 0.1, 0.1], [0.2, -0.1, 0.2], [0.4, 0.1, -0.2], [-0.2, -0.3, 0.0], [-0.1, -0.1, -0.1], [0.0, 0.0, 0.0], [0.0, 0.0, 0.0], [0.0, 0.0, 0.0], [-0.1, 0.0, 0.0], [0.0, 0.0, 0.0]], "nbo_charge": [1.52, -0.64, 0.79, -0.63, -0.18, -0.53, -0.19, 0.74, -0.57, -0.75, 0.51, 0.24, 0.22, 0.23, 0.21, -1.04, 1.32, -0.59, -0.43, -0.42, -0.60, 1.27, -1.01, -0.19, -0.25, -0.18, -0.18, -0.19, -0.23, -0.28, -0.23, -0.16, -0.20, -0.20, -0.19, 0.24, 0.24, 0.23, 0.24, 0.23, 0.23, 0.25, 0.25, 0.23, 0.23, 0.23, 0.23, 0.23, 0.24, 0.21, 0.23, 0.23, 0.23, -0.66, 0.29, -0.31, 0.12, -0.52, 0.29, -0.11, -0.47, 0.23, 0.24, 0.25, 0.24, 0.22], "s_squared": 6.012, "e_above_lowest_kj_mol": 0.0, "e_tot_ha": -2904.233339, "total_charge": 1, "largest_force_ev_per_a": 0.7, "multiplicity": 5}